Record 1
Formula: C70H185N15O20
Source: the OMol25 dataset
Level of theory: the ωB97M-V functional and the def2-TZVPD basis

The geometry in ORCA input format:
```
! RIJCOSX wB97M-V def2-TZVPD def2/J DEFGRID3
* xyz 0 1
C 1.736 -7.687 0.191
C 0.430 -7.363 -0.424
C 0.039 -5.967 -0.001
O -1.153 -5.513 -0.532
C -1.456 -4.167 -0.451
N 0.452 -7.672 -1.849
H 1.719 -7.317 1.199
H 2.647 -7.182 -0.330
H 1.981 -8.790 0.326
H -0.268 -8.023 0.037
H 0.785 -5.268 -0.384
H 0.110 -5.929 1.147
H -2.219 -3.973 -1.214
H -0.648 -3.525 -0.695
H -1.809 -3.927 0.543
H -0.383 -7.281 -2.237
H 1.268 -7.352 -2.359
C -3.804 -2.393 -3.072
C -2.392 -2.320 -3.795
C -2.612 -1.965 -5.270
O -3.352 -2.926 -5.998
C -2.660 -4.094 -6.338
N -1.496 -1.382 -3.174
H -3.932 -1.355 -2.754
H -3.672 -3.034 -2.202
H -4.618 -2.773 -3.631
H -1.926 -3.317 -3.835
H -1.623 -1.771 -5.778
H -3.236 -1.047 -5.288
H -2.359 -4.640 -5.470
H -1.833 -3.847 -7.075
H -3.350 -4.688 -6.931
H -1.274 -1.640 -2.221
H -1.929 -0.457 -3.177
C 3.064 5.856 0.930
C 4.039 5.880 -0.287
C 4.492 4.468 -0.412
O 5.370 4.348 -1.535
C 6.281 3.246 -1.498
N 3.200 6.448 -1.367
H 2.669 6.833 1.141
H 3.537 5.508 1.856
H 2.209 5.331 0.720
H 4.794 6.639 -0.030
H 3.677 3.777 -0.570
H 4.965 4.141 0.549
H 7.232 3.555 -0.959
H 6.545 3.152 -2.508
H 5.890 2.353 -1.039
H 3.764 6.574 -2.196
H 2.432 5.860 -1.739
C 5.262 0.467 3.018
C 4.735 1.191 1.788
C 4.774 0.358 0.541
O 6.058 0.211 0.062
C 6.027 -0.913 -0.877
N 3.370 1.552 2.050
H 5.001 1.051 3.973
H 6.381 0.526 3.038
H 4.875 -0.572 3.121
H 5.367 2.044 1.623
H 4.095 0.894 -0.216
H 4.352 -0.649 0.833
H 5.285 -0.758 -1.676
H 5.798 -1.782 -0.362
H 7.004 -1.010 -1.337
H 3.332 2.239 2.777
H 2.892 1.893 1.239
C -5.449 -7.599 0.182
C -5.419 -6.006 0.404
C -5.044 -5.636 1.802
O -4.875 -4.232 1.852
C -4.157 -3.790 2.935
N -4.568 -5.442 -0.630
H -5.578 -7.811 -0.871
H -6.380 -8.068 0.594
H -4.547 -8.130 0.646
H -6.447 -5.802 0.160
H -4.201 -6.261 2.185
H -5.863 -5.950 2.415
H -4.715 -3.722 3.899
H -3.875 -2.805 2.618
H -3.304 -4.503 3.132
H -4.420 -4.428 -0.572
H -3.615 -5.843 -0.543
C 2.353 -2.351 3.833
C 3.047 -3.498 4.610
C 2.320 -4.787 4.315
O 1.038 -4.829 4.916
C 0.274 -5.956 4.510
N 4.515 -3.497 4.411
H 1.260 -2.285 4.062
H 2.320 -2.658 2.803
H 2.922 -1.435 3.844
H 2.838 -3.431 5.718
H 2.962 -5.634 4.659
H 2.219 -4.899 3.268
H 0.073 -5.814 3.452
H -0.603 -5.979 5.118
H 0.763 -6.906 4.525
H 4.841 -2.706 4.955
H 4.973 -4.355 4.782
C -1.112 2.643 -2.297
C -0.146 3.475 -1.537
C -0.817 4.740 -1.071
O -1.326 5.359 -2.237
C -1.978 6.547 -2.079
N 0.382 2.739 -0.398
H -1.928 2.167 -1.704
H -0.671 1.832 -2.849
H -1.702 3.137 -3.111
H 0.772 3.702 -2.078
H -0.252 5.515 -0.584
H -1.661 4.576 -0.346
H -2.412 6.764 -2.996
H -1.151 7.266 -1.726
H -2.713 6.599 -1.258
H 0.840 1.903 -0.692
H -0.356 2.390 0.153
C -4.704 4.098 5.238
C -3.867 3.664 4.097
C -3.738 2.123 4.087
O -5.030 1.543 3.738
C -5.059 0.145 4.093
N -4.342 4.169 2.790
H -4.772 5.192 5.179
H -4.312 3.961 6.218
H -5.746 3.691 5.282
H -2.896 4.024 4.260
H -3.414 1.757 5.044
H -3.007 1.776 3.366
H -4.893 0.014 5.157
H -4.356 -0.437 3.484
H -6.109 -0.144 3.876
H -5.270 3.759 2.543
H -3.654 3.928 2.107
C -6.313 3.116 -2.549
C -7.041 2.458 -1.409
C -6.845 0.924 -1.489
O -7.263 0.398 -2.689
C -8.626 -0.005 -2.678
N -6.533 2.936 -0.157
H -6.563 4.174 -2.657
H -6.634 2.519 -3.415
H -5.264 2.845 -2.451
H -8.093 2.714 -1.523
H -7.192 0.486 -0.599
H -5.763 0.784 -1.374
H -9.051 0.107 -3.641
H -9.118 0.587 -1.955
H -8.789 -1.072 -2.301
H -7.078 3.644 0.350
H -5.687 3.492 -0.244
C 1.918 -3.478 -3.198
C 3.439 -3.587 -3.455
C 4.125 -4.231 -2.274
O 4.061 -3.370 -1.123
C 3.918 -4.112 0.084
N 3.683 -4.532 -4.558
H 1.389 -4.411 -3.260
H 1.601 -2.826 -3.976
H 1.725 -3.101 -2.187
H 3.803 -2.558 -3.569
H 5.192 -4.532 -2.455
H 3.479 -5.136 -2.056
H 4.743 -4.814 0.253
H 2.925 -4.588 0.080
H 3.956 -3.395 0.911
H 3.007 -4.479 -5.331
H 4.645 -4.436 -4.815
C 2.614 -1.805 -7.424
O 3.241 -1.034 -8.482
C 2.295 -0.020 -8.934
C 3.093 1.235 -9.213
N 3.324 1.979 -7.977
C 4.358 3.038 -8.212
C 4.417 4.229 -7.174
O 5.014 3.776 -5.992
C 5.209 4.845 -5.064
H 3.365 -2.557 -7.120
H 1.653 -2.307 -7.708
H 2.365 -1.173 -6.508
H 1.691 0.270 -8.037
H 1.797 -0.428 -9.729
H 2.521 1.928 -9.777
H 4.061 0.950 -9.700
H 3.589 1.318 -7.253
H 4.126 3.499 -9.181
H 5.373 2.648 -8.239
H 3.470 4.811 -7.002
H 5.068 4.926 -7.704
H 5.286 4.485 -4.057
H 4.227 5.404 -5.126
H 6.091 5.468 -5.346
C 6.029 -0.720 6.195
O 4.638 -0.811 6.104
C 3.874 -0.335 7.170
C 2.510 -0.107 6.605
N 2.534 0.871 5.592
C 1.287 1.319 5.050
C 1.208 2.897 4.997
O 0.069 3.477 4.429
C -0.195 3.008 3.094
H 6.270 0.348 6.489
H 6.474 -1.027 5.246
H 6.428 -1.426 7.019
H 4.211 0.686 7.530
H 3.858 -1.083 7.924
H 1.868 0.223 7.394
H 2.226 -1.095 6.123
H 3.217 0.640 4.925
H 0.389 0.966 5.658
H 1.072 0.811 4.111
H 2.084 3.287 4.526
H 1.283 3.102 6.040
H 0.631 3.184 2.477
H -0.990 3.686 2.697
H -0.494 1.989 3.034
C 0.959 5.922 -4.462
O 1.620 4.692 -4.174
C 1.640 3.784 -5.298
C 0.393 2.980 -5.263
N 0.158 2.535 -6.682
C -0.820 1.471 -6.971
C -2.284 1.965 -6.957
O -2.686 1.767 -5.611
C -4.091 1.996 -5.356
H -0.133 5.869 -4.578
H 1.348 6.387 -5.399
H 1.112 6.623 -3.651
H 2.567 3.216 -5.179
H 1.676 4.337 -6.185
H -0.378 3.655 -4.849
H 0.295 2.155 -4.513
H 1.062 2.138 -6.940
H -0.743 0.633 -6.324
H -0.618 1.117 -8.010
H -2.972 1.407 -7.653
H -2.384 3.035 -7.255
H -4.434 2.966 -5.715
H -4.207 1.854 -4.322
H -4.624 1.260 -5.926
C -1.344 -2.070 6.444
O -2.648 -1.659 6.728
C -3.067 -1.969 8.089
C -2.621 -0.902 9.030
N -3.359 0.344 8.807
C -3.263 1.253 9.969
C -1.994 2.056 10.135
O -1.675 2.661 8.896
C -0.553 3.486 9.037
H -0.606 -1.390 6.734
H -1.184 -2.136 5.359
H -1.088 -3.040 6.913
H -4.178 -2.101 8.066
H -2.662 -3.017 8.373
H -2.894 -1.251 10.068
H -1.547 -0.758 9.076
H -3.103 0.729 7.945
H -4.066 1.992 9.770
H -3.422 0.694 10.928
H -2.142 2.727 10.969
H -1.185 1.298 10.449
H -0.903 4.369 9.556
H -0.174 3.693 8.093
H 0.268 3.040 9.660
C -3.573 0.695 0.259
O -2.183 0.725 0.543
C -1.785 -0.575 1.107
C -0.292 -0.789 0.899
N 0.078 -0.758 -0.540
C 1.520 -1.106 -0.628
C 2.197 -0.647 -1.964
O 2.363 0.764 -1.794
C 2.852 1.472 -2.921
H -4.116 0.470 1.177
H -3.856 -0.045 -0.517
H -3.815 1.731 0.033
H -2.377 -1.407 0.631
H -1.966 -0.654 2.162
H 0.171 -1.733 1.312
H 0.200 0.136 1.338
H -0.116 0.196 -0.848
H 1.597 -2.227 -0.502
H 2.109 -0.594 0.156
H 1.526 -0.946 -2.840
H 3.132 -1.182 -2.162
H 2.611 2.579 -2.804
H 2.182 1.235 -3.796
H 3.821 1.251 -3.223
*
```

Summary:
energy relative to the best compared isomer or geometry (same formula, charge and spin): 423.6 kJ/mol
lowest unoccupied orbital energy: 0.55 eV
F_max: 4.32 eV/A

***

Record 2
Formula: C70H40O10
Source: the OMol25 dataset
Level of theory: the ωB97M-V functional and the def2-TZVPD basis

The geometry in ORCA input format:
```
! RIJCOSX wB97M-V def2-TZVPD def2/J DEFGRID3
* xyz 0 1
O 5.699 0.514 8.599
C 5.038 1.288 7.906
C 5.580 2.193 6.821
C 6.916 2.146 6.429
C 7.432 2.988 5.462
C 6.663 3.924 4.767
C 5.311 3.939 5.003
C 4.757 3.138 6.055
C 3.367 3.423 6.492
O 2.807 4.463 6.049
C 2.789 2.496 7.573
C 1.431 2.666 8.099
C 0.970 1.767 9.033
C 1.685 0.764 9.506
C 2.992 0.727 9.204
C 3.535 1.476 8.115
H 7.627 1.496 6.917
H 8.510 3.018 5.404
H 7.168 4.574 4.068
H 4.772 4.693 4.449
H 0.846 3.479 7.693
H -0.051 1.784 9.384
H 1.213 -0.013 10.089
H 3.564 -0.072 9.653
O -0.660 -2.590 -5.479
C -0.424 -3.195 -6.547
C -1.329 -3.276 -7.656
C -2.587 -2.635 -7.519
C -3.479 -2.712 -8.604
C -3.295 -3.598 -9.647
C -2.136 -4.418 -9.707
C -1.093 -4.197 -8.718
C 0.228 -4.963 -9.033
O 0.416 -5.747 -9.952
C 1.306 -4.604 -8.104
C 2.552 -5.108 -8.352
C 3.543 -5.036 -7.300
C 3.281 -4.309 -6.146
C 2.017 -3.619 -6.031
C 1.014 -3.892 -6.902
H -2.724 -2.009 -6.649
H -4.462 -2.273 -8.516
H -4.157 -3.668 -10.294
H -2.042 -4.926 -10.655
H 2.686 -5.745 -9.214
H 4.407 -5.674 -7.408
H 4.054 -4.406 -5.398
H 2.038 -2.977 -5.162
O -1.619 6.253 7.780
C -1.384 5.369 6.967
C -0.900 5.605 5.588
C -0.423 6.888 5.169
C 0.071 7.228 3.841
C 0.442 6.130 3.119
C 0.137 4.873 3.537
C -0.761 4.659 4.626
C -1.158 3.176 4.854
O -1.045 2.352 4.031
C -1.624 2.869 6.284
C -1.887 1.598 6.672
C -2.482 1.357 7.866
C -2.742 2.407 8.770
C -2.261 3.626 8.538
C -1.697 3.930 7.253
H -0.607 7.652 5.910
H 0.429 8.181 3.483
H 0.871 6.280 2.139
H 0.402 4.095 2.837
H -1.777 0.808 5.945
H -2.733 0.330 8.088
H -3.255 2.317 9.716
H -2.094 4.300 9.365
O -5.700 1.061 -7.217
C -5.835 0.137 -6.487
C -6.854 -0.896 -6.784
C -7.727 -0.892 -7.945
C -8.692 -1.981 -8.107
C -8.912 -2.994 -7.161
C -8.210 -2.877 -6.017
C -7.143 -1.973 -5.915
C -6.157 -2.314 -4.811
O -6.367 -3.224 -4.042
C -4.993 -1.395 -4.540
C -4.099 -1.711 -3.536
C -2.920 -1.054 -3.379
C -2.533 -0.146 -4.444
C -3.537 0.398 -5.273
C -4.805 -0.245 -5.436
H -7.665 -0.250 -8.811
H -9.266 -2.029 -9.021
H -9.527 -3.830 -7.458
H -8.472 -3.510 -5.182
H -4.437 -2.527 -2.914
H -2.289 -1.512 -2.632
H -1.567 0.331 -4.366
H -3.298 1.328 -5.766
O 5.608 -2.017 0.413
C 4.406 -1.760 0.517
C 3.848 -0.541 1.444
C 4.650 0.152 2.316
C 4.116 1.224 3.079
C 2.734 1.400 3.043
C 1.961 0.761 2.122
C 2.503 -0.282 1.362
C 1.619 -1.058 0.463
O 0.462 -0.740 0.568
C 2.044 -2.167 -0.411
C 1.091 -2.686 -1.313
C 1.556 -3.718 -2.171
C 2.897 -4.171 -1.955
C 3.841 -3.440 -1.233
C 3.366 -2.492 -0.371
H 5.663 0.064 1.952
H 4.827 1.707 3.734
H 2.119 2.121 3.561
H 0.907 0.992 2.082
H 0.091 -2.287 -1.401
H 0.826 -4.025 -2.904
H 3.294 -4.864 -2.682
H 4.897 -3.641 -1.127
*
```

Summary:
energy relative to the best compared isomer or geometry (same formula, charge and spin): 432.4 kJ/mol
lowest unoccupied orbital energy: -1.33 eV
SMILES: O=C1c2ccccc2C(=O)c2ccccc21.O=C1c2ccccc2C(=O)c2ccccc21.O=C1c2ccccc2C(=O)c2ccccc21.O=C1c2ccccc2C(=O)c2ccccc21.O=C1c2ccccc2C(=O)c2ccccc21
F_max: 4.59 eV/A